{"formula": "C12H13N2O7S", "method": "ωB97M-V/def2-TZVPD", "elements": ["C", "C", "O", "C", "C", "C", "O", "C", "C", "C", "O", "H", "H", "H", "H", "H", "H", "H", "H", "H", "H", "H", "O", "N", "O", "C", "C", "C", "N", "O", "O", "C", "S", "H", "H"], "xyz": [[1.920, -1.587, -2.542], [0.535, -1.014, -2.503], [0.517, 0.078, -1.574], [-0.720, 0.632, -1.553], [-0.793, 1.725, -0.594], [-1.980, 2.574, -0.534], [-3.064, 2.428, -1.062], [-1.632, 3.787, 0.366], [-0.223, 3.519, 0.895], [0.373, 2.367, 0.039], [-1.619, 0.225, -2.269], [1.929, -2.441, -3.224], [2.633, -0.842, -2.912], [2.248, -1.925, -1.554], [0.233, -0.651, -3.496], [-0.192, -1.769, -2.170], [-1.660, 4.711, -0.230], [-2.377, 3.889, 1.165], [0.407, 4.415, 0.850], [-0.280, 3.190, 1.941], [0.963, 1.655, 0.632], [1.060, 2.804, -0.713], [-1.502, -5.005, 1.244], [-1.818, -3.900, 1.732], [-2.956, -3.648, 2.208], [-0.884, -2.825, 1.779], [0.427, -2.822, 1.370], [0.934, -1.520, 1.578], [2.237, -1.100, 1.207], [2.555, 0.089, 1.437], [3.018, -1.924, 0.672], [-0.004, -0.582, 2.071], [-1.496, -1.299, 2.404], [0.977, -3.660, 0.959], [0.235, 0.426, 2.380]], "lowdin_charge": [-0.0796, -0.2622, -0.0334, -0.5043, -0.1389, -0.4394, -0.0044, -0.1346, -0.1988, -0.2071, 0.0433, 0.0724, 0.0793, 0.0460, 0.1231, 0.1213, 0.1042, 0.0995, 0.0912, 0.0894, 0.0614, 0.1088, 0.0605, -0.3724, -0.0016, -0.4253, 0.0343, -0.2414, -0.3065, 0.0578, 0.0395, -0.2815, 1.1716, 0.1394, 0.0883], "lumo_ev": 0.82, "homo_lumo_gap_ev": 4.0, "relative_energy_kj_mol": 200.1, "multiplicity": 1, "total_charge": -1}

{"formula": "HN3O", "method": "ωB97M-V/def2-TZVPD", "elements": ["N", "N", "N", "O", "H"], "xyz": [[-0.266, 1.748, 1.602], [0.331, 1.125, 0.916], [-0.316, -0.751, -0.614], [0.107, -1.858, -0.390], [0.144, -0.265, -1.513]], "lowdin_charge": [0.0440, 0.0011, -0.0621, -0.0692, 0.0862], "lumo_ev": -0.34, "homo_lumo_gap_ev": 9.2, "relative_energy_kj_mol": 19.0, "multiplicity": 1, "total_charge": 0, "smiles": "N#N.N=O"}

{"formula": "C35H75N9O23P2", "method": "ωB97M-V/def2-TZVPD", "elements": ["C", "N", "C", "P", "O", "N", "C", "C", "N", "C", "C", "H", "H", "H", "H", "H", "H", "H", "H", "H", "H", "H", "H", "H", "H", "H", "H", "H", "H", "C", "N", "C", "P", "O", "N", "C", "C", "N", "C", "C", "H", "H", "H", "H", "H", "H", "H", "H", "H", "H", "H", "H", "H", "H", "H", "H", "H", "H", "C", "C", "C", "O", "C", "O", "O", "H", "H", "H", "H", "H", "H", "C", "C", "C", "O", "C", "O", "O", "H", "H", "H", "H", "H", "H", "C", "C", "C", "O", "C", "O", "O", "H", "H", "H", "H", "H", "H", "C", "C", "C", "O", "C", "O", "O", "H", "H", "H", "H", "H", "H", "C", "C", "C", "O", "C", "O", "O", "H", "H", "H", "H", "H", "H", "C", "N", "O", "O", "H", "H", "H", "C", "N", "O", "O", "H", "H", "H", "C", "N", "O", "O", "H", "H", "H"], "xyz": [[-19.725, -2.081, -8.055], [-19.289, -1.870, -6.674], [-19.791, -0.650, -6.033], [-18.685, -2.978, -5.557], [-17.605, -2.444, -4.688], [-19.974, -3.590, -4.680], [-21.099, -4.303, -5.304], [-20.001, -3.452, -3.212], [-18.218, -4.279, -6.510], [-17.263, -4.223, -7.628], [-18.019, -5.529, -5.782], [-19.680, -3.115, -8.393], [-19.098, -1.439, -8.673], [-20.793, -1.853, -8.088], [-20.212, 0.008, -6.792], [-18.979, -0.097, -5.559], [-20.511, -0.978, -5.274], [-21.808, -3.719, -5.893], [-20.659, -5.079, -5.929], [-21.658, -4.739, -4.478], [-19.077, -3.053, -2.809], [-20.825, -2.766, -2.994], [-20.279, -4.391, -2.728], [-17.172, -3.204, -8.014], [-16.242, -4.354, -7.259], [-17.681, -4.912, -8.357], [-18.410, -6.403, -6.315], [-18.579, -5.584, -4.849], [-16.967, -5.709, -5.551], [-18.950, 1.460, 0.373], [-17.991, 1.571, -0.731], [-17.196, 0.381, -1.023], [-17.867, 2.948, -1.703], [-16.527, 3.210, -2.281], [-19.062, 2.773, -2.827], [-20.486, 3.102, -2.550], [-18.825, 1.928, -3.985], [-18.403, 4.229, -0.716], [-17.503, 4.453, 0.426], [-18.910, 5.514, -1.229], [-18.738, 2.186, 1.158], [-18.853, 0.492, 0.867], [-19.955, 1.557, -0.035], [-16.750, 0.060, -0.075], [-16.383, 0.634, -1.697], [-17.817, -0.452, -1.362], [-20.727, 4.142, -2.772], [-21.165, 2.332, -2.898], [-20.464, 3.151, -1.457], [-17.808, 2.087, -4.341], [-19.000, 0.877, -3.702], [-19.594, 2.129, -4.731], [-16.522, 4.811, 0.117], [-17.980, 4.959, 1.266], [-17.345, 3.475, 0.894], [-18.096, 6.239, -1.291], [-19.711, 5.773, -0.540], [-19.273, 5.448, -2.255], [-21.736, 5.733, -10.423], [-20.499, 6.589, -10.632], [-19.360, 5.790, -11.248], [-19.204, 6.441, -12.538], [-19.837, 7.622, -12.520], [-19.631, 8.506, -13.284], [-20.771, 7.637, -11.540], [-22.552, 6.222, -9.893], [-21.492, 4.831, -9.858], [-22.071, 5.410, -11.412], [-20.088, 6.973, -9.693], [-19.700, 4.787, -11.501], [-18.464, 5.791, -10.635], [-19.769, 5.929, -5.820], [-18.345, 6.448, -5.834], [-17.472, 6.242, -7.074], [-16.812, 7.482, -7.231], [-17.282, 8.365, -6.322], [-16.935, 9.499, -6.273], [-18.214, 7.835, -5.525], [-20.172, 6.181, -4.840], [-19.865, 4.892, -6.123], [-20.299, 6.540, -6.561], [-17.834, 5.878, -5.047], [-18.059, 5.894, -7.926], [-16.760, 5.465, -6.802], [-15.496, 0.690, -4.107], [-15.293, -0.130, -5.370], [-16.252, 0.174, -6.530], [-15.452, 0.615, -7.612], [-14.217, 0.864, -7.208], [-13.293, 1.218, -7.873], [-14.076, 0.429, -5.946], [-15.465, 1.770, -4.221], [-14.782, 0.367, -3.348], [-16.461, 0.374, -3.697], [-15.173, -1.203, -5.265], [-17.077, 0.853, -6.308], [-16.787, -0.734, -6.819], [-19.602, -0.073, -13.693], [-19.113, 1.292, -13.256], [-17.592, 1.579, -13.323], [-17.524, 2.744, -14.124], [-18.744, 3.163, -14.513], [-18.918, 4.232, -14.993], [-19.624, 2.244, -14.190], [-20.686, -0.103, -13.756], [-19.233, -0.814, -12.978], [-19.140, -0.382, -14.633], [-19.617, 1.577, -12.327], [-17.058, 0.712, -13.718], [-17.170, 1.711, -12.327], [-13.296, -2.921, -9.899], [-13.869, -1.513, -10.102], [-13.976, -1.168, -11.606], [-15.302, -0.690, -11.759], [-16.047, -0.947, -10.657], [-17.213, -0.685, -10.518], [-15.252, -1.540, -9.777], [-13.924, -3.581, -10.497], [-13.226, -3.186, -8.846], [-12.282, -3.094, -10.266], [-13.472, -0.668, -9.536], [-13.873, -2.047, -12.247], [-13.212, -0.462, -11.928], [-18.409, 1.768, -9.288], [-18.872, 2.800, -8.339], [-19.191, 3.929, -8.693], [-18.940, 2.510, -7.144], [-18.261, 2.145, -10.290], [-19.258, 1.091, -9.233], [-17.588, 1.216, -8.843], [-14.254, 4.296, -10.170], [-15.720, 4.040, -9.902], [-16.046, 4.215, -8.730], [-16.463, 3.833, -10.838], [-13.989, 5.064, -9.454], [-14.312, 4.754, -11.157], [-13.626, 3.414, -10.140], [-22.973, 0.157, -9.004], [-21.712, 0.594, -9.630], [-21.457, 1.780, -9.481], [-21.027, -0.248, -10.160], [-23.352, -0.788, -9.382], [-23.698, 0.953, -9.141], [-22.864, 0.018, -7.928]], "lowdin_charge": [-0.0956, -0.2928, -0.0976, 0.5293, -0.2822, -0.3205, -0.0840, -0.0997, -0.3065, -0.0954, -0.1338, 0.0795, 0.0665, 0.0648, 0.0742, 0.0377, 0.0842, 0.0752, 0.0664, 0.0794, 0.0651, 0.0767, 0.0763, 0.0650, 0.0854, 0.0911, 0.0848, 0.0735, 0.0845, -0.0987, -0.3004, -0.1000, 0.5373, -0.2791, -0.2983, -0.0825, -0.1199, -0.3019, -0.1265, -0.0944, 0.0609, 0.0822, 0.0697, 0.0828, 0.0451, 0.0812, 0.0593, 0.0860, 0.0542, 0.0615, 0.0782, 0.0694, 0.0876, 0.0896, 0.0542, 0.0879, 0.0891, 0.0529, -0.0156, -0.3331, -0.0781, 0.0706, -0.5714, 0.1712, 0.0930, 0.0832, 0.0649, 0.0979, 0.1462, 0.1242, 0.1130, -0.0074, -0.3214, -0.1091, 0.0832, -0.5772, 0.1632, 0.1074, 0.0775, 0.0665, 0.0891, 0.1461, 0.1025, 0.1195, -0.0301, -0.2427, -0.0929, 0.0608, -0.5890, 0.1358, 0.0720, 0.0892, 0.0940, 0.0554, 0.1445, 0.1064, 0.1115, -0.0180, -0.2917, -0.0866, 0.0740, -0.5972, 0.1781, 0.0856, 0.0862, 0.0828, 0.0909, 0.1402, 0.1281, 0.0993, -0.0063, -0.2737, -0.0839, 0.0589, -0.5391, 0.1353, 0.0639, 0.0902, 0.0838, 0.0890, 0.1415, 0.1312, 0.1371, 0.0443, -0.3793, 0.0447, 0.0295, 0.0794, 0.0619, 0.0837, 0.0740, -0.3924, 0.0472, 0.0665, 0.0990, 0.0988, 0.0952, 0.0376, -0.4220, 0.0601, 0.0708, 0.1008, 0.1015, 0.0993], "lumo_ev": -0.66, "homo_lumo_gap_ev": 7.6, "multiplicity": 1, "total_charge": 0, "smiles": "CN(C)P(=O)(N(C)C)N(C)C.CN(C)P(=O)(N(C)C)N(C)C.C[C@H]1COC(=O)O1.C[C@H]1COC(=O)O1.C[C@H]1COC(=O)O1.C[C@H]1COC(=O)O1.C[C@H]1COC(=O)O1.C[N+](=O)[O-].C[N+](=O)[O-].C[N+](=O)[O-]"}

{"formula": "C32H55Br24NO4S", "method": "ωB97M-V/def2-TZVPD", "elements": ["C", "C", "S", "C", "C", "C", "O", "C", "N", "C", "O", "O", "C", "O", "H", "H", "H", "H", "H", "H", "H", "Br", "C", "C", "Br", "H", "H", "H", "H", "Br", "C", "C", "Br", "H", "H", "H", "H", "Br", "C", "C", "Br", "H", "H", "H", "H", "Br", "C", "C", "Br", "H", "H", "H", "H", "Br", "C", "C", "Br", "H", "H", "H", "H", "Br", "C", "C", "Br", "H", "H", "H", "H", "Br", "C", "C", "Br", "H", "H", "H", "H", "Br", "C", "C", "Br", "H", "H", "H", "H", "Br", "C", "C", "Br", "H", "H", "H", "H", "Br", "C", "C", "Br", "H", "H", "H", "H", "Br", "C", "C", "Br", "H", "H", "H", "H", "Br", "C", "C", "Br", "H", "H", "H", "H"], "xyz": [[1.281, 1.602, -3.254], [-0.232, 1.048, -2.947], [-0.698, 0.978, -1.133], [-0.212, -0.693, -0.368], [0.686, -0.298, 0.987], [2.073, -0.710, 1.334], [2.816, -1.597, 0.426], [2.167, -2.944, 0.552], [1.328, -3.958, 0.574], [2.464, 0.009, 2.754], [3.653, 0.017, 3.378], [1.169, 0.646, 3.164], [0.080, 0.689, 2.170], [-1.097, 1.320, 2.171], [1.471, 1.418, -4.418], [1.341, 2.775, -3.050], [2.142, 1.024, -2.701], [-0.981, 1.817, -3.469], [-0.369, -0.001, -3.455], [0.395, -1.379, -1.106], [-1.172, -1.319, -0.037], [-1.845, 0.045, 3.375], [-3.518, -0.071, 4.372], [-3.523, 0.884, 5.544], [-2.439, 0.201, 7.015], [-3.645, -1.117, 4.663], [-4.296, 0.199, 3.652], [-4.532, 0.981, 5.956], [-3.138, 1.877, 5.297], [3.192, -8.687, 3.757], [1.881, -7.552, 2.863], [1.701, -6.242, 3.596], [0.613, -6.474, 5.198], [0.959, -8.133, 2.779], [2.290, -7.380, 1.862], [1.149, -5.528, 2.978], [2.645, -5.789, 3.913], [1.877, -8.663, -0.711], [3.399, -9.856, -0.454], [4.601, -9.105, 0.071], [5.467, -8.081, -1.345], [3.580, -10.353, -1.410], [3.058, -10.597, 0.277], [5.365, -9.802, 0.427], [4.357, -8.401, 0.871], [3.264, 4.081, -1.123], [4.621, 4.602, -2.424], [4.075, 5.609, -3.411], [2.935, 4.748, -4.739], [4.982, 3.684, -2.894], [5.428, 5.043, -1.831], [4.887, 6.064, -3.985], [3.480, 6.397, -2.942], [-6.467, 1.848, 5.706], [-7.918, 0.826, 4.897], [-7.385, -0.264, 3.997], [-6.766, 0.464, 2.297], [-8.562, 1.541, 4.380], [-8.466, 0.395, 5.741], [-8.179, -0.968, 3.733], [-6.547, -0.815, 4.433], [4.753, -3.145, 0.396], [6.056, -4.583, 0.603], [7.402, -4.044, 1.029], [8.340, -3.223, -0.472], [6.085, -5.126, -0.345], [5.639, -5.234, 1.378], [8.054, -4.857, 1.362], [7.338, -3.289, 1.817], [-7.345, 0.231, -1.778], [-9.290, 0.354, -1.854], [-9.865, 0.764, -0.518], [-9.871, -0.731, 0.736], [-9.657, -0.613, -2.208], [-9.497, 1.116, -2.612], [-10.915, 1.051, -0.623], [-9.316, 1.579, -0.041], [-3.101, -3.144, -0.477], [-2.275, -3.559, 1.241], [-3.283, -4.139, 2.206], [-4.437, -2.749, 2.941], [-1.807, -2.639, 1.601], [-1.496, -4.292, 1.011], [-2.778, -4.576, 3.073], [-3.936, -4.890, 1.753], [8.187, 4.964, -2.695], [9.012, 4.550, -0.977], [8.005, 3.970, -0.011], [6.850, 5.360, 0.723], [9.480, 5.469, -0.617], [9.792, 3.816, -1.206], [8.510, 3.532, 0.855], [7.352, 3.218, -0.464], [-1.073, -0.813, -6.126], [-3.018, -0.690, -6.202], [-3.593, -0.281, -4.866], [-3.599, -1.775, -3.613], [-3.385, -1.657, -6.556], [-3.225, 0.072, -6.961], [-4.643, 0.007, -4.971], [-3.043, 0.535, -4.389], [-2.853, 4.025, -2.257], [-4.798, 4.147, -2.333], [-5.373, 4.557, -0.997], [-5.379, 3.063, 0.256], [-5.166, 3.181, -2.687], [-5.005, 4.909, -3.092], [-6.424, 4.844, -1.102], [-4.824, 5.373, -0.520], [2.365, 8.522, -2.603], [3.400, 9.958, -1.784], [4.704, 10.180, -2.516], [6.007, 8.799, -2.068], [3.532, 9.697, -0.731], [2.762, 10.845, -1.857], [5.166, 11.120, -2.202], [4.597, 10.177, -3.604]], "lowdin_charge": [-0.2050, -0.5611, 0.7701, -0.3727, -0.0237, -0.0637, -0.2431, -0.3080, 0.1312, -0.1347, 0.0166, -0.0218, -0.3942, -0.3426, 0.0810, 0.0211, 0.0794, 0.0590, 0.0302, 0.1063, 0.0285, 1.1783, -0.6750, -0.7536, 0.6095, -0.0354, -0.0043, -0.1253, 0.0613, 0.6052, -0.7076, -0.6996, 0.5997, 0.0546, -0.0015, 0.0332, 0.0550, 0.6305, -0.6776, -0.6987, 0.6252, 0.0530, 0.0599, 0.0629, 0.0122, 0.6157, -0.7198, -0.7293, 0.6177, 0.0512, -0.0392, 0.0508, -0.0852, 0.7715, -0.6413, -0.6580, 0.5812, 0.0563, 0.0628, 0.0544, 0.0379, 0.9219, -0.6447, -0.6883, 0.6005, 0.0190, 0.0606, 0.0591, 0.0550, 0.5914, -0.6880, -0.6840, 0.5932, 0.0527, 0.0569, 0.0579, 0.0502, 0.6267, -0.6827, -0.6477, 0.7243, 0.0172, 0.0460, 0.0613, 0.0552, 0.6359, -0.6767, -0.6761, 0.6235, 0.0542, 0.0595, 0.0598, 0.0579, 0.6304, -0.6806, -0.6784, 0.5863, 0.0526, 0.0587, 0.0573, 0.0410, 0.6302, -0.6883, -0.6842, 0.5833, 0.0427, 0.0575, 0.0568, 0.0538, 0.7012, -0.6709, -0.6866, 0.6164, 0.0564, 0.0583, 0.0578, 0.0550], "lumo_ev": -1.54, "homo_lumo_gap_ev": 6.5, "multiplicity": 1, "total_charge": 0}

Number 1: highest occupied orbital energy -3.21 eV, E -1499.2978 Eh. Number 2: highest occupied orbital energy -9.55 eV, E -240.0399 Eh. Number 3: highest occupied orbital energy -8.30 eV, E -4284.4910 Eh. Number 4: highest occupied orbital energy -8.05 eV, E -63782.1006 Eh.